{
  "formula": "C48H129N7O17",
  "method": "ωB97M-V/def2-TZVPD",
  "e_homo_ha": -0.305,
  "orbital_gap_ev": 8.620,
  "e_above_lowest_kcal_mol": 0.00,
  "e_lumo_ev": 0.31,
  "elements": ["C", "O", "C", "C", "N", "C", "C", "O", "C", "H", "H", "H", "H", "H", "H", "H", "H", "H", "H", "H", "H", "H", "H", "H", "C", "O", "C", "C", "N", "C", "C", "O", "C", "H", "H", "H", "H", "H", "H", "H", "H", "H", "H", "H", "H", "H", "H", "H", "C", "O", "C", "C", "N", "C", "C", "O", "C", "H", "H", "H", "H", "H", "H", "H", "H", "H", "H", "H", "H", "H", "H", "H", "C", "O", "C", "C", "N", "C", "C", "O", "C", "H", "H", "H", "H", "H", "H", "H", "H", "H", "H", "H", "H", "H", "H", "H", "C", "C", "C", "O", "C", "N", "H", "H", "H", "H", "H", "H", "H", "H", "H", "H", "H", "C", "C", "C", "O", "C", "N", "H", "H", "H", "H", "H", "H", "H", "H", "H", "H", "H", "C", "C", "C", "O", "C", "N", "H", "H", "H", "H", "H", "H", "H", "H", "H", "H", "H", "C", "C", "O", "H", "H", "H", "H", "H", "H", "C", "C", "O", "H", "H", "H", "H", "H", "H", "C", "C", "O", "H", "H", "H", "H", "H", "H", "C", "C", "O", "H", "H", "H", "H", "H", "H", "C", "C", "O", "H", "H", "H", "H", "H", "H", "C", "C", "O", "H", "H", "H", "H", "H", "H"],
  "coordinates": [[3.677, -3.145, 9.050], [2.697, -3.900, 8.388], [2.124, -3.246, 7.298], [1.228, -2.057, 7.635], [0.995, -1.252, 6.439], [-0.033, -0.235, 6.722], [-0.525, 0.434, 5.477], [-1.423, -0.400, 4.784], [-1.704, -0.042, 3.441], [4.434, -2.762, 8.340], [4.227, -3.800, 9.722], [3.267, -2.278, 9.579], [1.539, -3.967, 6.733], [2.930, -2.828, 6.671], [1.700, -1.403, 8.378], [0.284, -2.445, 8.060], [0.652, -1.869, 5.679], [0.472, 0.508, 7.357], [-0.828, -0.645, 7.365], [0.325, 0.730, 4.843], [-0.985, 1.400, 5.756], [-0.940, 0.620, 3.032], [-2.671, 0.483, 3.385], [-1.842, -0.958, 2.864], [-10.175, 2.767, -0.046], [-9.562, 1.569, -0.403], [-9.324, 1.484, -1.801], [-8.688, 0.158, -2.110], [-7.239, 0.200, -1.916], [-6.601, -1.076, -2.005], [-5.116, -0.963, -1.860], [-4.819, -0.554, -0.568], [-3.450, -0.251, -0.407], [-9.649, 3.648, -0.443], [-10.173, 2.808, 1.038], [-11.192, 2.822, -0.458], [-8.604, 2.263, -2.096], [-10.282, 1.578, -2.328], [-8.842, -0.111, -3.160], [-9.132, -0.639, -1.487], [-7.027, 0.723, -1.078], [-6.815, -1.620, -2.929], [-6.973, -1.717, -1.181], [-4.776, -0.223, -2.604], [-4.648, -1.915, -2.154], [-3.158, 0.596, -1.049], [-2.806, -1.120, -0.517], [-3.318, 0.198, 0.585], [8.219, 3.123, 2.298], [7.057, 3.758, 1.857], [6.813, 3.576, 0.498], [5.401, 4.028, 0.191], [5.060, 3.695, -1.177], [3.717, 4.101, -1.567], [3.469, 3.805, -3.023], [3.900, 4.879, -3.834], [4.228, 4.457, -5.125], [8.364, 2.124, 1.881], [8.239, 3.136, 3.387], [9.116, 3.722, 2.050], [6.894, 2.513, 0.220], [7.547, 4.112, -0.128], [5.266, 5.101, 0.403], [4.731, 3.517, 0.891], [5.753, 4.093, -1.801], [3.593, 5.187, -1.413], [2.961, 3.603, -0.955], [2.393, 3.630, -3.208], [3.891, 2.827, -3.301], [4.467, 5.280, -5.806], [3.393, 3.987, -5.668], [5.102, 3.795, -5.181], [1.939, -4.562, -3.439], [1.366, -5.282, -2.387], [1.086, -6.620, -2.749], [0.206, -7.203, -1.675], [0.920, -7.452, -0.438], [0.049, -8.001, 0.600], [0.857, -8.226, 1.845], [0.088, -9.001, 2.738], [0.788, -9.279, 3.946], [1.243, -4.483, -4.282], [2.865, -5.052, -3.770], [2.208, -3.576, -3.077], [2.011, -7.203, -2.865], [0.574, -6.633, -3.723], [-0.213, -8.147, -2.027], [-0.575, -6.443, -1.501], [1.359, -6.610, -0.078], [-0.334, -8.975, 0.284], [-0.806, -7.317, 0.700], [1.090, -7.277, 2.361], [1.826, -8.672, 1.583], [0.097, -9.830, 4.574], [1.065, -8.330, 4.430], [1.721, -9.814, 3.737], [-2.557, 3.118, 1.233], [-2.227, 4.171, 2.298], [-3.409, 5.060, 2.650], [-3.027, 6.053, 3.584], [-3.776, 6.030, 4.795], [-1.519, 3.608, 3.457], [-3.585, 2.758, 1.296], [-1.908, 2.264, 1.435], [-2.292, 3.440, 0.228], [-1.527, 4.891, 1.855], [-4.294, 4.479, 2.956], [-3.741, 5.570, 1.733], [-3.709, 5.039, 5.257], [-4.832, 6.200, 4.555], [-3.375, 6.806, 5.434], [-1.129, 4.407, 3.960], [-2.165, 3.189, 4.125], [-0.079, 1.503, -1.091], [0.142, 0.120, -0.491], [0.220, -0.920, -1.569], [-1.026, -1.070, -2.205], [-0.996, -1.891, -3.344], [1.354, 0.083, 0.344], [-0.903, 1.520, -1.818], [0.780, 1.894, -1.654], [-0.307, 2.251, -0.331], [-0.717, -0.137, 0.144], [0.527, -1.911, -1.188], [0.996, -0.638, -2.309], [-2.007, -1.952, -3.733], [-0.735, -2.916, -3.023], [-0.231, -1.552, -4.053], [2.162, 0.383, -0.216], [1.241, 0.876, 0.989], [2.083, -4.252, 3.454], [1.217, -3.031, 3.133], [0.723, -3.063, 1.705], [-0.087, -4.211, 1.576], [-0.738, -4.331, 0.377], [0.153, -2.933, 4.150], [2.503, -4.136, 4.452], [2.925, -4.307, 2.763], [1.484, -5.163, 3.436], [1.870, -2.163, 3.295], [1.575, -3.065, 1.002], [0.151, -2.187, 1.363], [-1.557, -5.057, 0.391], [-0.127, -4.604, -0.491], [-1.288, -3.408, 0.106], [-0.467, -2.133, 4.071], [-0.437, -3.760, 4.059], [-4.415, -1.650, -5.637], [-4.449, -1.088, -7.050], [-5.793, -1.076, -7.579], [-4.909, -2.609, -5.499], [-4.792, -0.923, -4.914], [-3.354, -1.802, -5.402], [-3.867, -1.725, -7.710], [-4.039, -0.074, -7.005], [-6.296, -0.489, -7.003], [2.227, 4.606, 1.857], [2.033, 3.244, 2.502], [0.824, 2.624, 2.125], [2.475, 4.552, 0.794], [3.109, 5.100, 2.288], [1.371, 5.262, 2.020], [2.134, 3.347, 3.595], [2.884, 2.582, 2.300], [0.114, 2.930, 2.739], [-2.007, 1.995, -4.417], [-0.694, 1.571, -5.031], [-0.169, 2.544, -5.910], [-2.842, 1.982, -5.128], [-2.006, 3.013, -4.025], [-2.318, 1.311, -3.620], [-0.838, 0.659, -5.610], [0.002, 1.346, -4.209], [-0.019, 3.353, -5.405], [3.955, -0.522, -5.645], [4.074, 0.951, -5.915], [4.560, 1.228, -7.231], [4.951, -0.963, -5.568], [3.393, -0.991, -6.458], [3.343, -0.770, -4.776], [4.653, 1.513, -5.166], [3.110, 1.464, -5.799], [5.486, 0.961, -7.247], [4.479, -1.297, -0.789], [4.978, 0.094, -1.156], [4.097, 1.061, -0.568], [4.508, -1.503, 0.276], [5.087, -2.035, -1.327], [3.475, -1.479, -1.187], [4.993, 0.235, -2.242], [5.966, 0.188, -0.684], [4.442, 1.976, -0.723], [0.195, 6.631, -1.370], [-0.526, 5.301, -1.255], [-1.057, 4.836, -2.507], [0.646, 6.869, -0.404], [-0.489, 7.414, -1.685], [1.012, 6.530, -2.088], [-1.386, 5.474, -0.590], [0.067, 4.501, -0.814], [-1.945, 5.194, -2.585]],
  "forces_ev_per_angstrom": [[0.604, 0.249, -0.408], [-0.077, -0.446, 0.648], [0.285, 1.046, -0.581], [-0.165, -0.037, -0.024], [-0.745, -0.248, -0.214], [1.206, -0.393, 0.588], [0.010, 1.004, -0.014], [0.047, -0.349, -0.161], [-0.713, 0.368, 0.333], [-0.265, -0.017, -0.019], [-0.296, -0.032, 0.218], [0.004, -0.175, 0.149], [0.125, -0.168, -0.064], [-0.113, -0.277, -0.188], [-0.071, -0.175, 0.038], [0.125, 0.154, 0.096], [0.285, 0.219, 0.618], [-0.208, 0.183, -0.169], [-0.315, 0.074, -0.422], [0.012, -0.355, -0.019], [-0.303, -0.236, -0.051], [0.190, -0.218, -0.185], [0.175, 0.069, 0.075], [0.314, 0.030, -0.109], [-0.193, 0.459, -0.211], [0.510, -0.379, -0.277], [-0.014, -0.187, 0.300], [0.682, -0.687, -0.084], [-0.658, 1.085, -0.828], [-0.211, -0.751, 1.228], [-0.026, 0.046, -1.174], [0.367, 0.063, 0.511], [-0.183, 1.120, 0.675], [0.174, -0.101, 0.099], [-0.220, 0.107, 0.089], [-0.082, -0.040, 0.247], [-0.377, 0.145, -0.161], [0.132, 0.191, -0.110], [-0.257, 0.059, 0.065], [-0.213, 0.197, -0.107], [0.278, -0.429, 0.200], [-0.230, 0.405, -0.197], [0.150, -0.252, -0.198], [0.150, 0.076, 0.171], [0.131, -0.063, 0.383], [0.122, -0.538, -0.465], [0.065, 0.014, -0.239], [-0.156, -0.509, 0.154], [1.243, 0.816, 0.308], [-0.355, -0.053, 0.266], [-0.052, -0.222, -0.556], [-0.112, 0.435, 0.413], [-0.075, -0.455, 0.234], [0.185, 0.781, -0.220], [-1.211, -0.583, -0.289], [0.592, -0.108, 0.133], [-0.020, -0.011, -1.621], [-0.241, -0.125, 0.141], [-0.396, -0.400, -0.004], [-0.182, -0.184, -0.351], [0.003, 0.036, 0.103], [-0.035, 0.080, 0.114], [0.197, -0.025, -0.020], [0.000, -0.124, -0.200], [-0.156, 0.007, -0.146], [-0.206, -0.113, -0.029], [0.217, -0.220, 0.013], [0.041, 0.314, 0.183], [0.535, 0.329, 0.016], [0.053, 0.423, 0.698], [-0.040, -0.323, 0.472], [-0.151, -0.142, 0.359], [0.452, -0.171, -0.133], [-0.068, -0.017, 0.252], [0.054, -0.101, -0.162], [0.141, 0.503, 0.246], [0.412, -0.553, 0.025], [0.160, 0.317, -0.845], [-0.172, 0.688, 0.824], [0.314, -0.465, 0.142], [-0.102, 0.790, -0.614], [0.073, 0.058, -0.056], [-0.080, 0.053, -0.171], [-0.119, 0.208, 0.070], [0.011, 0.107, 0.092], [-0.100, -0.023, 0.122], [-0.179, 0.067, 0.053], [-0.361, -0.443, -0.261], [-0.112, 0.107, -0.243], [-0.007, 0.048, -0.131], [-0.088, -0.275, 0.649], [0.018, 0.041, -0.295], [-0.202, -0.315, 0.022], [0.178, -0.196, 0.134], [-0.086, -0.160, 0.107], [-0.162, -0.248, 0.127], [0.395, -0.339, 0.660], [0.221, 0.594, -0.524], [-0.550, 0.075, -0.463], [-0.010, -0.163, 0.264], [-0.138, -0.473, -0.898], [-0.006, 0.474, 0.386], [-0.057, 0.135, -0.162], [-0.051, -0.082, -0.083], [-0.360, 0.156, -0.064], [0.242, -0.291, 0.019], [0.276, 0.007, 0.406], [0.127, -0.061, 0.043], [0.102, 0.141, 0.239], [0.003, 0.213, 0.279], [-0.047, 0.046, 0.158], [-0.092, -0.178, 0.008], [0.018, -0.206, -0.237], [-0.622, 0.520, -0.600], [0.317, 0.501, 0.204], [0.608, -0.991, -0.605], [-0.428, 0.705, -0.141], [0.443, -0.818, 0.943], [-0.113, 0.547, 0.004], [-0.012, -0.117, 0.240], [0.225, -0.371, 0.193], [0.078, -0.142, 0.141], [0.075, 0.062, 0.011], [0.054, 0.243, 0.259], [-0.129, 0.101, 0.059], [0.061, 0.323, -0.316], [0.120, 0.087, -0.243], [-0.316, 0.052, -0.235], [-0.255, -0.279, 0.106], [0.094, -0.492, 0.052], [-0.081, 0.334, 0.177], [0.156, 0.558, 0.757], [0.043, 0.247, -0.770], [0.320, -0.645, 0.773], [-1.430, 0.487, -1.636], [-0.132, -0.894, -0.328], [-0.069, -0.035, 0.045], [-0.133, -0.216, -0.138], [0.118, -0.078, -0.154], [-0.207, 0.084, -0.372], [0.004, -0.336, 0.134], [-0.041, 0.133, 0.576], [0.302, -0.316, 0.626], [0.434, 0.171, 0.227], [0.367, 0.157, 0.052], [0.216, 0.054, -0.300], [0.063, 0.164, 0.096], [0.843, 0.201, 0.129], [-1.054, -0.376, 0.401], [0.604, 0.258, 0.234], [-0.196, 0.021, -0.259], [-0.150, -0.091, -0.010], [-0.129, 0.008, 0.168], [0.028, 0.162, -0.185], [0.115, -0.067, -0.353], [-0.093, -0.085, -0.146], [0.728, 0.208, 0.024], [0.688, 0.146, 0.583], [-0.214, 0.055, 0.367], [-0.493, -0.119, 0.040], [-0.183, -0.053, 0.167], [-0.068, -0.063, -0.077], [-0.507, 0.117, -0.070], [-0.257, -0.056, -0.552], [0.087, -0.237, -0.406], [-1.184, -0.082, -0.080], [-0.172, 0.030, 0.547], [0.251, 0.131, -0.144], [0.285, -0.064, -0.219], [0.411, -0.087, 0.201], [0.229, 0.057, 0.073], [0.121, 0.000, -0.078], [0.111, -0.005, -0.201], [-0.071, -0.079, -0.035], [-0.327, -0.341, -0.211], [-0.523, 1.128, 0.326], [0.032, -0.055, 0.440], [-0.143, -0.260, 0.067], [0.352, 0.052, -0.198], [0.356, 0.275, 0.370], [0.429, -0.546, -0.063], [-0.127, -0.341, -0.560], [-0.089, 0.031, -0.121], [-0.093, -0.260, -1.196], [-0.460, 0.044, 1.076], [0.131, 0.348, -0.087], [-0.056, 0.122, 0.085], [0.179, 0.082, 0.308], [-0.095, 0.226, 0.340], [0.322, -0.076, 0.052], [0.102, 0.233, -0.548], [0.136, -0.881, -0.265], [0.608, -0.748, -0.096], [-1.169, 0.424, 0.145], [0.352, -0.007, 0.173], [-0.126, 0.193, -0.005], [0.039, 0.119, 0.001], [-0.060, 0.199, -0.079], [0.211, -0.257, 0.167], [0.216, 0.057, -0.151], [0.015, 0.006, -0.138]]
}